Entry 1:
{"formula": "C2H5NO2", "method": "ωB97M-V/def2-TZVPD", "species": ["O", "O", "N", "C", "C", "H", "H", "H", "H", "H"], "coordinates": [[-2.8166, -0.4343, 0.9623], [0.7019, -0.8452, -1.0175], [2.2854, 0.7498, -0.8129], [1.3827, -0.1163, -0.2935], [-1.8551, 0.3909, 1.0744], [-2.1951, 1.4894, 1.4761], [2.6012, 0.5234, -1.7839], [-0.7835, 0.1897, 1.0501], [2.9870, 1.1139, -0.0908], [1.1450, 0.0239, 0.7958]], "forces_ev_per_a": [[5.2, 3.5, 0.0], [0.3, 0.2, 1.2], [1.4, -0.7, 1.6], [-0.4, 0.8, -1.9], [-6.2, -0.9, 1.5], [0.8, -2.1, -1.1], [-0.2, 0.5, 1.2], [0.2, -0.4, -0.3], [-1.2, -0.5, -1.9], [0.2, -0.4, -0.3]], "largest_force_ha_per_bohr": 0.125, "e_lumo_ha": [-0.2142, -0.3820], "multiplicity": 2, "gap_ha": [0.3856, 0.1403], "e_above_lowest_kj_mol": 262.8, "charge": 1}

Entry 2:
{"formula": "C19H19F4O2S", "method": "ωB97M-V/def2-TZVPD", "species": ["S", "F", "F", "F", "F", "O", "O", "C", "C", "C", "C", "C", "C", "C", "C", "C", "C", "C", "C", "C", "C", "C", "C", "C", "C", "C", "H", "H", "H", "H", "H", "H", "H", "H", "H", "H", "H", "H", "H", "H", "H", "H", "H", "H", "H"], "coordinates": [[2.1731, -0.3794, 2.2824], [-4.6399, 2.1188, -0.4994], [-3.0003, -1.3960, -3.2167], [3.2712, -0.8751, -3.7230], [4.7154, 2.9227, -1.2877], [-0.5307, 0.9699, 2.7068], [-1.8258, -0.5566, 1.4960], [-2.6355, -1.1465, 2.5064], [-4.0030, -1.5170, 1.9725], [1.3719, 1.4767, -1.6602], [0.5402, -0.8008, 1.6924], [-3.8277, 0.3580, -1.8542], [2.3831, -1.8251, 3.3621], [-0.6014, -0.0466, 2.0053], [-1.4899, 0.1385, -2.2529], [-2.7743, -0.3043, -2.4524], [-1.2066, 1.2497, -1.4338], [0.0789, 1.7844, -1.1649], [1.7007, 0.4114, -2.5224], [2.9900, 0.1900, -2.9394], [-3.5984, 1.4587, -1.0510], [3.0320, -1.1115, 0.8694], [3.9990, 1.0376, -2.5264], [-2.3116, 1.8897, -0.8387], [2.4327, 2.3132, -1.2630], [3.7218, 2.1001, -1.6882], [0.4141, -1.6932, 1.1117], [2.9401, -0.4557, 0.0077], [4.0855, -1.2466, 1.0943], [-4.8295, 0.0072, -2.0066], [-0.7242, -0.4130, -2.7486], [2.0000, -2.7196, 2.8793], [3.4326, -1.9759, 3.5965], [2.5969, -2.0748, 0.6176], [-2.6920, -0.4497, 3.3538], [-2.1622, 2.7530, -0.2167], [5.0069, 0.8579, -2.8457], [-3.9028, -2.1569, 1.0943], [1.8403, -1.6746, 4.2916], [0.9698, -0.2770, -2.8802], [-4.5475, -0.6234, 1.6641], [-2.0876, -2.0313, 2.8552], [-4.6150, -2.0497, 2.7036], [2.2412, 3.1610, -0.6322], [0.0685, 2.6018, -0.4590]], "forces_ev_per_a": [[-2.4, -2.1, -1.0], [0.8, -0.6, -0.4], [0.1, 0.9, 0.6], [-0.2, 0.9, 0.6], [-0.8, -0.7, -0.3], [-1.1, -0.5, -0.7], [1.1, 0.7, -0.4], [0.2, -0.2, 1.0], [0.1, 0.2, -0.4], [0.9, -0.3, -0.5], [-0.1, 0.6, -0.5], [-0.8, -0.1, 0.1], [0.6, 0.0, 0.6], [0.8, 1.0, 1.2], [0.1, -0.6, -0.5], [0.7, -0.1, 0.0], [-0.2, -0.2, -0.1], [-0.6, -0.4, -0.1], [-0.3, -0.5, -0.3], [-0.3, -0.2, 0.1], [-0.1, 0.2, 0.0], [0.6, 0.2, -0.1], [0.9, -0.1, -0.1], [0.0, 0.7, 0.6], [-0.2, 0.6, 0.5], [0.1, 0.1, 0.0], [0.5, -0.4, -0.1], [-0.1, 0.2, 0.1], [0.1, 0.0, 0.1], [-0.4, -0.1, -0.1], [0.2, -0.2, -0.1], [-0.1, 0.2, -0.3], [0.2, 0.1, 0.1], [-0.2, 0.0, 0.2], [-0.2, -0.1, -0.2], [0.1, 0.2, 0.3], [0.4, 0.0, -0.1], [0.0, -0.1, 0.0], [-0.1, 0.3, -0.1], [-0.2, -0.2, -0.1], [0.0, 0.0, 0.1], [-0.2, -0.1, 0.1], [0.2, 0.1, 0.1], [-0.1, 0.2, 0.3], [0.0, 0.2, 0.1]], "largest_force_ha_per_bohr": 0.065, "e_lumo_ha": -0.2362, "gap_ha": 0.1505, "charge": 1}

Entry 3:
{"formula": "H6NO", "method": "ωB97M-V/def2-TZVPD", "species": ["O", "N", "H", "H", "H", "H", "H", "H"], "coordinates": [[-0.0847, 0.6437, -1.3045], [0.1293, -0.4479, 1.0284], [-0.7123, -0.1111, 0.5666], [0.2262, -1.4492, 0.8182], [-0.9315, 0.5246, -1.7593], [0.8461, 0.0033, 0.4508], [0.4421, 1.2463, -1.8468], [0.0847, -0.4098, 2.0466]], "forces_ev_per_a": [[-0.1, 0.0, -0.2], [-0.2, -1.5, -0.6], [-0.4, 0.0, 0.3], [-0.2, 0.1, -0.1], [0.3, 0.2, -0.2], [0.4, 0.4, 0.9], [-0.2, -0.1, 0.0], [0.5, 0.8, -0.1]], "largest_force_ha_per_bohr": 0.032, "e_lumo_ha": -0.1506, "gap_ha": 0.4723, "e_above_lowest_kj_mol": 34.9, "charge": 1}